Record 1
Density functional theory data (the ωB97M-V functional and the def2-TZVPD basis) for a single C22H32N4O4S molecule.

The geometry in XYZ format:
```
63
Properties=species:S:1:pos:R:3:forces:R:3:nbo_charge:R:1
C 2.679936 -3.436815 2.903358 0.0 0.1 -0.3 -0.63
C 2.568140 -2.776140 1.526920 -0.2 -0.2 0.2 -0.21
N 3.666922 -1.918880 1.102205 -0.1 0.0 -0.1 -0.49
C 4.919724 -2.610681 0.801959 0.2 0.0 0.0 -0.22
C 5.922061 -2.823239 1.941636 -0.2 0.1 -0.2 -0.63
C 3.811073 -0.714219 1.913963 0.1 0.2 0.0 -0.25
C 4.320482 0.486186 1.098900 -0.3 0.0 0.1 -0.42
C 3.183815 1.406054 0.640500 0.4 0.3 0.2 -0.22
N 2.250188 0.725657 -0.220667 -0.1 -0.2 -0.4 -0.63
C 1.066982 0.232616 0.198435 0.0 0.0 -0.3 0.34
S 0.438572 0.641520 1.688839 -0.3 0.3 1.0 -0.35
N 0.397637 -0.589350 -0.643576 0.4 0.1 0.1 -0.44
C 0.830116 -0.844863 -2.005809 0.5 -0.4 -0.3 -0.28
C 1.905675 -1.941062 -2.113791 -0.4 0.2 -0.3 -0.07
O 3.172327 -1.534159 -1.656465 0.3 0.1 0.0 -0.77
C -0.880312 -1.161677 -0.257278 -0.3 -0.1 0.2 -0.24
C -2.044691 -0.331170 -0.735259 0.1 0.1 0.3 -0.15
C -2.557306 0.683850 -0.001935 0.1 -0.3 -0.2 -0.09
C -3.650647 1.471160 -0.468174 -0.4 0.1 -0.4 -0.16
C -4.206432 2.516527 0.273539 -0.3 0.1 -0.3 -0.20
C -5.271000 3.244080 -0.215532 0.0 -0.1 0.0 0.25
C -5.791158 2.949929 -1.491913 0.2 -0.1 0.0 0.25
C -5.265865 1.902377 -2.227743 -0.1 0.1 0.1 -0.30
C -4.204806 1.156270 -1.725094 -0.1 0.5 0.6 0.27
N -3.664361 0.119206 -2.436340 -0.1 -0.2 -0.4 -0.58
C -2.595725 -0.653111 -2.045825 -0.2 0.2 -0.1 0.63
O -2.179136 -1.533527 -2.786863 0.1 -0.2 -0.1 -0.65
O -6.809649 3.673492 -2.042720 0.1 -0.4 0.0 -0.48
C -7.068695 4.891762 -1.376559 0.0 0.4 0.5 -0.10
C -7.071168 4.673885 0.134553 -0.3 0.1 -0.4 -0.10
O -5.799822 4.241012 0.563462 0.3 0.0 0.0 -0.49
H 1.739078 -3.927473 3.140736 -0.1 -0.1 0.1 0.22
H 3.466412 -4.187043 2.918362 0.1 -0.1 0.1 0.20
H 2.879610 -2.693729 3.671225 0.0 0.0 0.1 0.21
H 2.448996 -3.559053 0.770198 -0.1 0.1 0.0 0.19
H 1.664952 -2.158695 1.513773 0.0 0.0 -0.1 0.21
H 5.429460 -2.046544 0.012790 0.0 -0.1 0.0 0.20
H 4.651096 -3.582259 0.380228 0.0 0.1 -0.1 0.20
H 5.459672 -3.282456 2.810207 0.0 0.0 0.1 0.21
H 6.714182 -3.478869 1.587754 0.1 0.0 0.0 0.22
H 6.376529 -1.883143 2.244382 0.1 0.1 0.1 0.20
H 2.829276 -0.465067 2.319359 0.0 0.0 0.0 0.24
H 4.476932 -0.883650 2.768419 -0.1 0.0 0.0 0.18
H 5.004395 1.078837 1.707764 0.1 0.0 0.0 0.21
H 4.869065 0.131943 0.225134 0.2 0.0 0.0 0.20
H 3.599998 2.256765 0.090354 0.0 0.0 0.1 0.20
H 2.632025 1.782576 1.504936 0.1 0.0 -0.2 0.24
H 2.683001 0.284318 -1.024684 -0.1 -0.1 0.0 0.42
H -0.042337 -1.176804 -2.570782 0.1 0.1 0.0 0.26
H 1.200802 0.077935 -2.463692 0.0 0.0 0.0 0.20
H 2.025567 -2.190697 -3.172318 -0.1 -0.1 0.1 0.18
H 1.564675 -2.837207 -1.583557 0.0 0.0 0.0 0.16
H 3.242505 -1.669818 -0.685303 0.0 0.0 0.2 0.51
H -0.903990 -1.229958 0.832889 0.0 -0.1 -0.3 0.25
H -0.948455 -2.160171 -0.696481 0.0 0.1 0.0 0.22
H -2.133112 0.916538 0.964000 0.1 -0.1 0.1 0.25
H -3.807959 2.763263 1.244187 0.0 0.0 0.2 0.23
H -5.689758 1.687245 -3.195890 -0.1 0.0 -0.2 0.22
H -4.059654 -0.102773 -3.342702 0.2 0.0 0.2 0.41
H -8.040133 5.237116 -1.732465 0.1 0.0 0.1 0.20
H -6.296438 5.628633 -1.635606 -0.1 -0.1 0.0 0.18
H -7.278753 5.601610 0.669194 0.0 -0.1 -0.1 0.20
H -7.830515 3.921938 0.390862 0.1 0.1 0.0 0.18
```
Forces are in eV/Å.

Summary:
Structure (SMILES) ... CCN(CC)CCCNC(=S)N(CCO)Cc1cc2cc3c(cc2[nH]c1=O)OCCO3
Lowest unoccupied orbital energy ... 0.4 eV
F_max ... 1.1 eV/A
Calculated total energy ... -1775.72032 a.u.
Gap between HOMO and LUMO ... 8.19 eV
Energy above the lowest of the compared OMol25 structures with the same formula, charge and spin ... 30.0 kcal per mole
HOMO energy ... -7.8 eV


Record 2
Density functional theory data (the ωB97M-V functional and the def2-TZVPD basis) for C22H32N4O6RuS2 as an isolated structure.

The geometry in XYZ format:
```
67
Properties=species:S:1:pos:R:3:forces:R:3:lowdin_spin:R:1
Ru -0.727510 -0.268662 0.690270 1.9 0.2 -3.6 0.93
O -0.429498 -1.721663 2.788648 -0.2 -0.2 0.1 0.14
S -0.969794 -2.872035 3.561426 -0.1 -0.6 -0.6 0.20
C 0.471478 -3.918305 4.084097 -0.2 0.0 0.2 0.07
C 1.536720 -3.965281 2.997705 0.1 0.0 -0.2 0.01
C 2.585964 -2.850420 3.139413 -0.2 0.0 0.2 0.01
C 3.399901 -2.580765 1.885242 0.0 0.0 -0.1 0.07
S 2.539497 -1.407302 0.712604 0.0 0.7 0.6 0.18
O 1.080826 -1.740157 0.703129 -0.3 0.1 0.0 0.12
C 2.772541 0.139776 1.547753 0.0 -0.8 -0.4 0.18
C 1.714937 0.843002 2.141043 -0.2 0.3 0.3 0.05
C 1.976461 2.066769 2.702720 -0.4 -0.3 0.0 0.09
C 3.278210 2.618781 2.639868 0.2 0.1 -0.1 0.21
C 4.330098 1.912244 2.048981 0.1 -0.2 -0.1 0.02
C 4.078157 0.683344 1.485803 0.4 0.2 0.0 0.09
C -1.891247 -4.027583 2.560747 0.6 0.7 0.5 0.16
C -2.485635 -5.104026 3.258507 -0.3 -0.4 0.2 0.09
C -3.239389 -6.026288 2.567494 0.1 0.1 0.3 0.01
C -3.474851 -5.829733 1.206703 -0.2 -0.1 0.0 0.20
C -2.853832 -4.770456 0.509198 0.2 0.3 0.0 0.08
C -2.094870 -3.848648 1.189081 -0.1 -0.1 -0.4 0.04
H 0.030643 -4.891180 4.301601 0.1 0.0 0.0 0.00
H 0.828846 -3.480394 5.017489 -0.1 0.0 0.0 0.00
H 1.078653 -3.953512 2.007140 0.0 0.0 0.0 0.00
H 2.034052 -4.933737 3.094742 0.0 0.0 0.0 0.00
H 3.302350 -3.156750 3.907423 0.1 0.1 0.0 0.01
H 2.135122 -1.922770 3.500306 0.0 0.0 0.0 0.00
H 3.615912 -3.476088 1.299977 -0.1 0.1 -0.1 0.00
H 4.340167 -2.070040 2.098177 0.0 0.0 -0.1 0.00
H 0.720917 0.398199 2.252010 0.4 0.1 0.2 0.01
H 1.189718 2.608068 3.212539 0.0 0.0 0.0 0.00
H 3.458700 3.607246 3.045228 0.0 0.0 0.1 0.01
H 5.322509 2.340393 2.004839 0.0 0.0 0.0 0.00
H 4.876187 0.139157 0.991540 0.0 0.0 0.0 0.00
H -2.370804 -5.207535 4.332002 0.0 0.0 0.0 0.00
H -3.675953 -6.867837 3.088596 -0.1 0.0 0.0 0.00
H -4.177005 -6.471417 0.687240 0.1 -0.1 -0.1 0.01
H -2.972392 -4.690296 -0.563212 0.0 0.0 0.0 0.00
H -1.596237 -3.059546 0.645723 0.1 0.1 0.1 0.00
N -1.929645 0.903842 -0.802246 0.4 -0.7 0.9 0.02
C -1.236018 1.026605 -2.095797 1.0 0.3 -0.2 0.01
C -1.822095 2.104996 -3.026545 -0.1 0.1 0.2 0.00
C -1.657436 3.601908 -2.654168 0.1 -0.3 0.0 0.00
C -0.624223 4.378717 -3.475590 0.2 0.1 0.3 0.00
N -1.162454 4.757083 -4.778215 0.0 -0.1 -0.2 0.00
C -0.481019 5.423814 -5.718518 -0.2 -0.2 0.1 0.00
N 0.788944 5.746346 -5.514067 0.1 0.0 0.0 0.00
N -1.080019 5.749569 -6.856740 0.1 0.1 -0.2 0.00
C 0.288802 1.125895 -1.760461 -1.4 0.7 -1.3 0.01
O 1.056953 1.698103 -2.480341 0.2 -0.2 0.4 0.00
O 0.592378 0.478084 -0.667892 0.0 -0.7 1.8 0.06
H -2.816374 0.411644 -0.884043 -0.1 0.1 0.0 0.00
H -2.142771 1.825537 -0.423546 0.0 0.0 0.1 0.00
H -1.312963 0.068544 -2.617658 -0.2 0.0 0.1 0.00
H -2.890872 1.879364 -3.070285 0.0 0.0 -0.2 0.00
H -1.417117 1.928480 -4.023554 0.0 -0.1 0.0 0.00
H -1.387910 3.701358 -1.598733 0.0 0.1 0.0 0.00
H -2.620207 4.102407 -2.770769 0.0 0.0 0.2 0.00
H 0.266922 3.768539 -3.600529 0.1 -0.1 -0.1 0.00
H -0.331438 5.278182 -2.922474 -0.1 0.0 -0.1 0.00
H -2.139911 4.596903 -4.956260 -0.1 0.0 0.0 0.00
H 1.255034 5.548195 -4.647246 0.0 0.0 0.0 0.00
H 1.334150 6.198471 -6.229636 0.0 0.1 0.0 0.00
H -2.038566 5.521261 -7.056719 -0.1 -0.1 0.1 0.00
H -0.599399 6.280048 -7.565542 0.0 0.0 0.0 0.00
O -2.219294 -0.119868 1.627861 -1.7 0.3 1.3 0.29
O -3.412999 -0.228575 1.225919 0.0 0.0 -0.1 0.63
```
Forces are in eV/Å.

Summary:
Lowest unoccupied orbital energy (spin up / spin down) ... -12.2 / -14.8 eV
F_max ... 4.1 eV/A
Calculated total energy ... -2417.52264 a.u.
Gap between HOMO and LUMO (spin up / spin down) ... 6.99 / 4.40 eV
Net charge ... +4
2S+1 ... 5
<S²> ... 6.145
HOMO energy (spin up / spin down) ... -19.2 / -19.2 eV


Record 3
Density functional theory data (the ωB97M-V functional and the def2-TZVPD basis) for C22H32N4OPSiSn as an isolated structure.

The geometry in XYZ format:
```
62
Properties=species:S:1:pos:R:3:forces:R:3:nbo_charge:R:1
Sn -0.224995 -0.037450 -1.104601 0.1 0.1 -1.2 1.43
N 2.104233 2.573311 -0.135305 -0.2 -0.3 -0.1 -0.57
C 2.356069 1.318145 0.398248 0.1 0.4 0.0 0.42
C 3.673811 1.051281 0.798051 0.0 0.0 0.1 -0.28
C 3.954383 -0.137162 1.424646 0.0 0.0 0.0 -0.11
C 2.923040 -1.046415 1.663528 0.0 0.1 0.0 -0.29
C 1.669868 -0.720855 1.215257 0.0 -0.1 0.3 0.10
N 1.376979 0.427730 0.570307 0.3 -0.2 0.0 -0.61
C 0.893981 3.168337 -0.512386 0.1 0.0 0.2 0.39
C 0.741966 4.542558 -0.322466 0.1 0.0 0.0 -0.26
C -0.447766 5.133833 -0.685958 0.0 0.0 0.0 -0.11
C -1.460805 4.351298 -1.232081 0.1 0.0 0.0 -0.26
C -1.219999 3.007392 -1.385552 0.1 0.0 -0.1 0.08
N -0.060346 2.421584 -1.044150 -0.4 0.0 0.2 -0.55
H 2.861165 3.224344 -0.014175 0.0 0.0 0.0 0.41
H 4.447316 1.788166 0.626326 0.0 0.0 0.0 0.23
H 4.966689 -0.356706 1.737296 0.0 0.0 0.0 0.24
H 3.097484 -1.980633 2.176487 0.0 0.0 0.0 0.24
H 0.837728 -1.399875 1.359008 0.1 0.1 0.0 0.23
H 1.539964 5.118543 0.126842 0.0 0.0 0.0 0.23
H -0.593221 6.194348 -0.529856 0.0 0.0 0.0 0.24
H -2.413809 4.770651 -1.517774 0.0 0.0 0.0 0.24
H -1.972508 2.353905 -1.810870 0.0 -0.1 0.1 0.22
C -4.700652 -0.060619 -1.923541 -0.1 0.1 0.0 -1.14
Si -3.352895 -0.987900 -1.027315 0.2 -0.2 -0.1 1.83
C -2.446724 -1.985090 -2.336857 0.0 0.0 0.0 -1.15
C -4.071891 -2.164105 0.220824 -0.1 0.0 0.1 -1.14
N -2.135948 0.042454 -0.285076 0.2 0.3 0.7 -1.38
C -2.464723 0.895124 0.803188 -0.1 -0.1 -0.1 0.26
C -1.485596 1.441221 1.640712 0.0 0.0 0.0 -0.32
C -1.801781 2.331038 2.653276 -0.1 0.0 0.0 -0.18
C -3.120733 2.694152 2.884326 0.1 0.0 0.1 -0.25
C -4.110267 2.126641 2.099349 0.0 0.0 0.0 -0.17
C -3.792266 1.237716 1.082536 0.0 0.1 0.0 -0.30
H -5.276607 -0.780589 -2.510384 0.0 0.0 0.0 0.25
H -4.285871 0.676434 -2.615613 0.0 0.0 0.0 0.24
H -5.401300 0.457075 -1.268598 0.0 0.0 -0.1 0.24
H -3.176190 -2.544784 -2.926754 0.0 0.0 0.0 0.25
H -1.754149 -2.700008 -1.888515 0.0 0.0 0.0 0.24
H -1.886907 -1.365196 -3.043426 0.0 0.0 0.0 0.24
H -4.664006 -2.936720 -0.274848 0.0 0.0 0.0 0.25
H -4.721865 -1.660442 0.938743 0.0 0.0 0.0 0.25
H -3.274270 -2.651837 0.785330 0.0 0.0 0.0 0.24
H -0.454354 1.152204 1.519098 0.0 0.0 0.0 0.21
H -1.010253 2.731291 3.275284 0.0 0.0 0.0 0.21
H -3.372899 3.389997 3.672733 0.0 0.0 0.0 0.22
H -5.149253 2.373692 2.276679 0.0 0.0 0.0 0.22
H -4.594065 0.814542 0.493744 0.0 0.1 0.1 0.21
C 2.766995 -3.436418 -2.249886 0.0 0.0 0.0 -1.02
P 1.349540 -3.733004 -1.191944 -0.1 0.2 0.0 1.97
C 1.956651 -4.647512 0.226087 0.0 -0.1 0.0 -1.01
C 0.257873 -4.841472 -2.080454 0.0 0.0 0.0 -1.02
O 0.681049 -2.444262 -0.796322 -0.1 -0.3 0.1 -1.17
H 3.271278 -4.360436 -2.531771 0.0 0.0 0.0 0.25
H 3.464013 -2.791392 -1.713643 0.0 0.0 0.0 0.25
H 2.433491 -2.915757 -3.147770 0.0 0.0 0.0 0.26
H 2.547844 -5.508687 -0.087253 0.0 0.0 0.0 0.25
H 1.115959 -4.990161 0.829096 0.0 0.0 0.0 0.26
H 2.579111 -3.986733 0.829481 0.0 0.0 0.0 0.25
H 0.780111 -5.751568 -2.377009 0.0 0.0 0.0 0.26
H -0.119885 -4.336021 -2.969394 0.0 0.0 0.0 0.26
H -0.584895 -5.102301 -1.439838 0.0 0.0 0.0 0.26
```
Forces are in eV/Å.

Summary:
Lowest unoccupied orbital energy ... -2.7 eV
F_max ... 1.2 eV/A
Calculated total energy ... -1996.89226 a.u.
Gap between HOMO and LUMO ... 7.41 eV
Energy above the lowest of the compared OMol25 structures with the same formula, charge and spin ... 0.0 kcal per mole
Net charge ... +1
HOMO energy ... -10.1 eV


Record 4
Density functional theory data (the ωB97M-V functional and the def2-TZVPD basis) for C22H33AlBBrClF4N3O7P as an isolated structure.

The geometry in XYZ format:
```
74
Properties=species:S:1:pos:R:3:forces:R:3:lowdin_charge:R:1
C -2.972892 -3.061796 -5.158685 -1.0 0.2 0.0 -0.13
C -2.472408 -2.095563 -3.926152 -1.9 0.2 0.0 -0.29
N -0.996322 -1.757553 -3.953118 0.1 -0.3 2.4 -0.07
C -0.576417 -1.246935 -2.562932 0.9 1.7 1.6 -0.07
C -0.271490 0.348871 -2.328628 -0.4 -3.6 1.8 0.01
C -0.407063 1.338836 -3.636141 0.9 -1.2 0.1 -0.18
O -1.846387 1.585433 -3.977980 2.2 0.1 -1.3 -0.22
C -1.995129 1.900750 -5.409396 -0.9 1.2 -1.2 -0.26
C -0.869487 2.965724 -5.988431 0.7 -0.8 -0.1 -0.13
C 0.157768 0.842122 -0.805214 -0.4 -3.3 0.4 -0.08
C 0.447889 2.455194 -0.476597 0.2 0.2 -0.7 -0.19
C -0.577444 3.062188 0.675215 -1.0 -0.9 -0.8 -0.24
P 0.291398 4.065792 2.049229 3.1 -0.1 3.6 0.79
O 1.569414 3.378102 2.676881 -4.4 2.0 -2.5 -0.37
O 0.819261 5.675866 1.525652 -0.2 -3.2 0.2 -0.31
C 2.224318 5.623911 1.073683 1.5 1.4 -1.0 -0.30
C 3.311390 6.078700 2.243384 0.0 -0.5 -0.2 -0.10
O -0.941790 4.382061 3.283921 3.1 -0.2 -2.3 -0.31
C -0.328923 4.484906 4.617661 -0.4 -0.2 2.3 -0.29
C -0.515995 3.030669 5.366366 -1.0 -0.2 0.0 -0.10
C 0.287588 -0.301339 0.362239 -0.6 0.6 -2.7 -0.37
Cl 0.832746 0.247237 2.084404 -1.0 -1.1 -3.2 0.61
C -0.030322 -1.928030 0.135623 0.2 1.7 -0.3 -0.11
N 0.131984 -2.801299 1.348048 -2.4 -3.3 -6.8 0.12
C -0.240818 -4.199703 0.939677 0.1 0.7 -0.2 -0.08
C -0.135539 -5.357041 2.142875 0.2 0.9 0.0 -0.06
B 1.072284 -4.786420 3.157716 1.8 1.5 1.7 -0.43
O 2.524907 -4.890021 2.775346 -3.2 2.2 -0.3 0.01
O 0.802275 -4.112512 4.450915 0.0 0.3 -3.8 0.02
C -0.728757 -4.722662 -0.522319 0.9 3.4 -0.9 -0.09
C -1.155287 -6.308973 -0.819278 -1.1 1.3 -1.0 -0.13
C -0.225124 -7.011272 -1.995954 6.9 2.7 0.2 -0.60
O 1.062582 -6.695698 -2.195241 -9.2 -2.5 1.2 -0.07
Br -1.209567 -8.364845 -3.162614 1.0 1.3 1.1 0.57
N -0.819484 -3.789483 -1.697722 1.4 0.6 5.9 0.09
C -0.470074 -2.367680 -1.367320 0.1 0.2 0.9 -0.08
H -2.189354 -3.205920 -6.017545 -1.4 0.3 1.8 0.07
H -3.346745 -4.118131 -4.757734 1.1 2.2 -0.9 0.08
H -3.944172 -2.547094 -5.622245 2.2 -1.2 0.8 0.08
H -3.092020 -1.077879 -3.994409 1.6 -2.1 0.2 0.12
H -2.836303 -2.612024 -2.928009 1.0 1.0 -1.9 0.10
H -0.443014 -2.631682 -4.187292 -0.9 1.3 0.8 0.11
H 0.198969 2.337251 -3.485041 -1.4 -1.9 0.0 0.11
H 0.141742 0.770268 -4.530638 -1.4 1.0 1.9 0.13
H -3.051232 2.436791 -5.556595 2.2 -1.3 0.7 0.13
H -2.053477 0.932894 -6.105589 0.5 1.9 1.7 0.13
H 0.076213 2.303764 -6.291493 -1.8 1.8 0.7 0.08
H -1.217102 3.514498 -6.974172 0.5 -1.2 2.1 0.08
H -0.555473 3.777398 -5.173620 -0.8 -1.8 -1.8 0.09
H 0.245201 3.116204 -1.449669 0.4 -1.8 2.0 0.11
H 1.591457 2.654463 -0.214062 -2.5 -0.8 -0.3 0.12
H -1.397044 3.709296 0.132573 1.6 -1.2 1.2 0.11
H -1.123579 2.109236 1.140422 1.2 2.4 -0.5 0.10
H 2.322056 6.456406 0.223737 -0.5 -1.8 1.7 0.12
H 2.484935 4.603854 0.562555 -0.4 1.9 1.3 0.10
H 2.799782 5.931840 3.288030 1.1 0.4 -2.0 0.08
H 3.713302 7.186166 2.072633 -1.2 -2.3 0.5 0.08
H 4.257023 5.384071 2.211933 -1.9 1.2 0.0 0.08
H -0.993956 5.256226 5.239735 1.4 -1.5 -1.6 0.13
H 0.763040 4.906255 4.632893 -2.0 -1.1 -0.4 0.11
H 0.086014 2.921332 6.370291 -1.0 0.3 -2.2 0.09
H -0.319311 2.100759 4.652027 0.0 2.2 1.5 0.08
H -1.671944 2.957250 5.649568 2.4 0.2 -0.6 0.08
H -1.158907 -5.407760 2.746268 2.1 0.0 -1.5 0.13
H 0.207560 -6.399928 1.733120 -0.9 2.1 0.5 0.11
H 2.779012 -3.912003 2.621487 -0.2 -2.2 0.7 0.13
H 0.884992 -3.101871 4.327239 0.3 -1.8 0.6 0.10
H -2.251187 -6.244225 -1.287899 2.4 -0.2 1.0 0.12
H -1.262450 -6.949902 0.152955 0.6 1.2 -2.0 0.12
F 4.654986 -1.049714 5.922320 -2.2 0.6 0.0 -0.27
Al 2.921432 -0.565097 5.978700 0.3 0.2 0.4 0.11
F 2.185325 -1.145989 7.516272 0.9 0.7 -1.9 -0.27
F 2.048492 -1.294125 4.582272 0.7 0.6 1.4 -0.27
F 2.796654 1.229584 5.893867 0.1 -2.3 0.1 -0.27
```
Forces are in eV/Å.

Summary:
Lowest unoccupied orbital energy ... 0.1 eV
F_max ... 9.7 eV/A
Calculated total energy ... -5591.21783 a.u.
Gap between HOMO and LUMO ... 6.69 eV
Energy above the lowest of the compared OMol25 structures with the same formula, charge and spin ... 472.2 kcal per mole
Net charge ... -1
HOMO energy ... -6.6 eV


Q: Among the records above, which one has the lowest calculated total energy?
A: C22H33AlBBrClF4N3O7P